8
Properties=species:S:1:pos:R:3:lowdin_charge:R:1 method="wB97M-V/def2-TZVPD" charge=0 max_force_ev_per_a=3.4 e_lumo_ha=0.015 relative_energy_kcal_mol=101.7 energy_ha=-1349.6740 orbital_gap_ev=11.00 homo_energy_ev=-10.60
C 0.53 0.09 0.92 -0.34
Si -0.46 -0.22 -0.73 -0.16
H -0.10 0.14 1.91 0.12
H 1.45 -0.47 0.98 0.06
Cl 0.15 0.57 -2.49 0.25
H -2.07 0.76 -0.78 0.03
Cl -0.41 -2.32 -0.85 0.22
F 0.91 1.44 1.04 -0.17



65
Properties=species:S:1:pos:R:3:lowdin_charge:R:1 method="wB97M-V/def2-TZVPD" charge=0 max_force_ev_per_a=1.0 e_lumo_ha=0.025 relative_energy_kcal_mol=42.1 smiles="COc1cccc(CNC(=O)Cn2ccc3cc(S(=O)(=O)N4CCCCCC4)ccc32)c1OC" energy_ha=-1909.9024 orbital_gap_ev=8.70 homo_energy_ev=-8.03
C -1.29 -2.63 -1.17 -0.02
O 2.02 -2.27 -0.16 -0.31
N 3.27 -0.12 -0.48 -0.24
H -0.39 -3.21 -1.18 0.11
H 0.54 -3.31 0.85 0.06
C 5.70 1.86 -0.36 -0.21
H -3.02 2.66 2.77 0.12
C 4.88 0.09 1.35 -0.17
C -0.39 -3.70 1.27 -0.06
C 4.24 2.15 -0.71 -0.17
H 0.92 -0.45 1.56 0.13
H -3.34 -0.99 -3.30 0.11
H -1.03 0.98 3.39 0.11
C -1.13 1.45 -1.19 0.03
H 6.12 1.24 -1.16 0.10
C -3.63 -1.76 2.38 -0.06
H -5.64 -0.68 -0.71 0.13
O -4.34 2.52 -2.10 0.07
C 0.62 -0.06 -0.51 -0.28
C -4.14 2.19 -0.95 -0.50
C -3.40 3.11 0.05 -0.03
H 0.19 0.42 -2.53 0.12
C -1.43 1.61 0.16 -0.16
N -2.40 2.36 0.76 -0.06
O 2.00 -1.27 -2.40 -0.28
H -3.78 -2.84 2.25 0.10
H -1.30 -2.40 -3.29 0.11
H 5.22 -0.93 -0.55 0.13
C -4.79 -0.16 -1.17 -0.09
H 5.90 1.92 1.78 0.11
H 3.68 2.43 0.19 0.12
S 2.00 -1.08 -0.97 0.69
H 4.15 0.63 -2.24 0.13
H -2.95 3.93 -0.51 0.14
C -3.57 -1.05 -1.19 -0.13
H 6.91 0.72 0.99 0.11
C -0.09 0.60 -1.51 -0.06
C -1.80 -2.15 -2.37 -0.08
H -4.24 0.83 0.55 0.12
H 4.04 -1.71 0.52 0.11
H -0.69 -4.61 0.72 0.10
H -4.12 3.53 0.77 0.14
C 4.40 -0.75 0.16 -0.19
C -2.94 -1.37 -2.38 -0.04
C 5.91 1.17 0.99 -0.21
C 3.54 0.97 -1.39 -0.21
C -0.71 0.93 1.18 -0.15
N -4.52 1.03 -0.39 0.09
H 4.20 2.99 -1.40 0.11
C -1.90 -2.31 0.04 -0.20
C -3.06 -1.51 0.03 -0.14
C -1.32 1.30 2.41 -0.02
H -0.26 -3.94 2.32 0.10
H -5.06 0.15 -2.18 0.12
O -1.42 -2.74 1.24 -0.11
H -1.69 1.96 -1.96 0.12
H 4.00 0.55 1.80 0.11
O -3.74 -1.08 1.15 -0.10
H -2.67 -1.58 2.85 0.09
H 2.57 1.29 -1.77 0.11
C 0.34 0.09 0.83 0.01
C -2.33 2.16 2.11 -0.06
H -4.43 -1.36 3.00 0.10
H 5.32 -0.57 2.10 0.11
H 6.26 2.79 -0.35 0.11



57
Properties=species:S:1:pos:R:3:lowdin_charge:R:1 method="wB97M-V/def2-TZVPD" charge=0 max_force_ev_per_a=2.3 e_lumo_ha=0.028 relative_energy_kcal_mol=18.3 smiles=COCCNCCOC.COCCNCCOC.CCO energy_ha=-1040.5741 orbital_gap_ev=9.63 homo_energy_ev=-8.86
H -2.42 2.75 0.31 0.03
O 2.56 -3.25 0.88 -0.19
C -2.53 1.97 -1.80 -0.09
H 2.56 -2.74 -1.15 0.12
C 2.70 2.14 -1.89 -0.21
C 3.03 -2.47 -0.20 -0.24
H -2.93 2.91 -2.17 0.10
C 2.84 -1.00 0.20 -0.21
C 2.81 1.28 -0.64 -0.20
H 4.08 -2.63 -0.48 0.12
O 2.54 3.48 -1.40 -0.21
C -0.90 -2.36 0.77 -0.19
H -2.64 1.17 -2.55 0.09
H 1.89 1.83 -2.54 0.12
N 2.94 -0.16 -0.98 -0.08
C -3.28 0.25 -0.34 -0.20
H -0.08 -1.87 1.29 0.11
H 1.94 1.34 0.01 0.12
H 3.66 2.09 -2.42 0.12
H -4.07 0.04 0.38 0.13
C 1.78 4.39 -2.17 -0.10
C -2.47 -5.52 1.54 -0.13
H -0.03 -4.04 1.80 0.10
H -3.04 -5.05 2.35 0.08
C -1.53 4.46 0.58 -0.33
H -2.15 5.58 2.21 0.08
O -2.16 3.28 1.11 -0.10
H 2.74 -4.87 -0.44 0.09
H 1.92 5.39 -1.77 0.09
H -0.67 4.15 -0.03 0.09
C -1.99 -0.23 0.32 -0.21
H 3.47 -5.10 1.23 0.09
H -1.21 -0.29 -0.46 0.11
H -1.69 0.40 1.15 0.12
C -1.19 5.34 1.73 -0.10
H 3.73 1.54 -0.10 0.12
H 3.48 -0.70 1.04 0.12
O -1.66 -4.66 0.78 -0.18
H 1.73 -5.09 0.91 0.07
H -1.86 -6.24 2.11 0.09
H 0.74 4.08 -2.14 0.07
H -0.67 -2.71 -0.24 0.13
O -3.27 1.63 -0.64 -0.21
H -1.44 2.08 -1.74 0.09
C -1.04 -3.67 1.58 -0.22
H -1.51 -3.51 2.55 0.12
H -3.17 -6.08 0.93 0.08
H 1.84 -0.92 0.64 0.10
H -3.46 -0.33 -1.25 0.12
N -2.14 -1.59 0.86 -0.06
H -2.21 4.88 -0.16 0.11
H -2.88 -2.04 0.34 0.11
H -0.66 4.87 2.55 0.08
H 3.87 -0.20 -1.37 0.11
H 2.11 4.35 -3.21 0.08
C 2.68 -4.64 0.62 -0.09
H -0.71 6.29 1.51 0.07



68
Properties=species:S:1:pos:R:3:lowdin_charge:R:1 method="wB97M-V/def2-TZVPD" charge=+1 max_force_ev_per_a=1.5 e_lumo_ha=-0.205 relative_energy_kcal_mol=83.2 energy_ha=-1401.9342 orbital_gap_ev=5.21 homo_energy_ev=-10.78
H 2.21 0.27 -3.94 0.13
C 1.51 -1.20 4.05 -0.19
H -5.86 -2.47 2.11 0.13
O -7.63 -6.99 -0.02 -0.13
C -5.14 -2.52 1.30 0.03
H 2.26 2.06 -4.04 0.13
C -1.95 -0.10 3.35 -0.10
H -2.80 -1.33 -2.63 0.11
H -7.93 -3.64 -0.18 0.13
H -6.10 -8.00 0.81 0.13
C 2.56 1.04 -5.93 -0.18
H -1.33 -0.80 -4.59 0.13
H 0.21 3.20 -5.10 0.13
H 3.65 1.19 -5.87 0.14
C -3.24 -2.78 -0.73 -0.01
C -2.10 -0.66 0.01 0.14
C -1.22 -0.28 -3.63 0.04
H 2.10 1.97 3.75 0.13
H -7.10 -4.66 -1.39 0.13
N -6.23 -4.62 0.56 -0.11
H 1.39 -1.18 5.15 0.13
H -5.03 -6.15 -0.29 0.12
C -8.33 -5.74 -0.01 -0.18
O 2.10 2.09 -6.78 -0.13
H -4.10 -0.76 1.88 0.10
H -0.50 -1.89 4.15 0.11
C -4.37 -3.58 -0.74 0.01
C 0.68 2.15 -6.91 -0.18
C 1.93 1.13 -4.55 -0.15
H -2.25 -0.96 3.95 0.10
H -4.83 -5.86 1.47 0.13
C -1.64 -0.12 -1.23 -0.17
H 0.43 2.41 -2.33 0.13
C -0.79 1.03 -1.21 0.03
H 0.14 1.84 2.54 0.11
H -6.96 -6.88 1.98 0.13
H 0.22 -1.94 2.50 0.11
H -1.67 -0.20 0.89 0.09
H 2.17 -2.03 3.76 0.13
C -1.98 -0.63 -2.52 0.02
C -5.28 -3.56 0.35 -0.20
H -2.48 -0.17 2.40 0.01
H 0.50 3.06 -7.50 0.14
C 0.14 -1.35 3.43 -0.16
C 0.09 1.23 3.45 -0.15
H -0.57 1.73 4.17 0.11
H -1.09 2.12 -5.70 0.13
C -7.40 -4.59 -0.33 -0.14
N -0.53 -0.07 3.11 -0.20
H -8.80 -5.57 0.98 0.13
H 2.33 0.04 -6.36 0.13
C -6.58 -7.02 0.95 -0.18
H -4.58 -4.25 -1.58 0.13
H -2.29 0.82 3.83 0.09
C -3.14 -1.65 0.15 -0.17
H 0.31 1.26 -7.46 0.13
H -0.65 1.54 -0.26 0.13
H -9.09 -5.86 -0.79 0.13
C -0.17 1.50 -2.35 0.02
C -0.29 0.79 -3.57 -0.18
C -4.13 -1.58 1.17 -0.01
H 1.37 1.11 5.15 0.13
N 0.48 1.11 -4.73 -0.12
C 1.48 1.13 4.05 -0.19
C -0.01 2.22 -5.56 -0.14
O 2.17 -0.02 3.60 -0.13
H -2.41 -3.00 -1.40 0.12
C -5.56 -5.93 0.65 -0.15



61
Properties=species:S:1:pos:R:3:lowdin_charge:R:1 method="wB97M-V/def2-TZVPD" charge=-1 max_force_ev_per_a=0.5 e_lumo_ha="0.054 / 0.054" relative_energy_kcal_mol=2.7 multiplicity=2 energy_ha=-3475.5413 orbital_gap_ev="5.87 / 5.88" homo_energy_ev="-4.40 / -4.40"
H -2.10 1.76 1.83 0.02
C 1.41 -2.35 -1.01 -0.02
H 1.16 -1.72 3.80 0.12
H 3.42 0.29 2.55 0.13
O 2.92 -6.27 1.12 0.05
Mn -0.63 0.13 -0.81 0.71
C 2.13 -4.38 0.09 -0.14
H -1.50 3.12 2.79 0.03
C -0.19 -3.90 -0.05 -0.06
C -0.87 -2.26 3.33 -0.02
C 0.39 4.20 -3.78 -0.11
C 2.41 -3.20 -0.61 0.07
O -0.93 -1.89 -1.09 -0.07
H 1.02 5.01 1.30 0.02
H -2.67 4.25 -0.24 0.03
H 0.62 -5.62 0.94 0.13
O -2.49 -3.92 -0.26 0.05
H -0.48 1.71 2.54 0.01
H -2.01 5.14 1.14 0.02
O 4.36 -4.90 0.29 0.06
O 1.08 -0.08 -1.70 -0.07
H -0.99 -2.95 4.16 0.12
C 0.03 -2.67 -0.76 -0.26
O 1.92 0.78 0.91 0.15
H 1.82 3.92 0.14 0.02
H -2.86 -2.53 2.56 0.13
H -0.80 1.39 -5.25 0.11
N -1.51 -4.30 0.37 -0.33
H 0.82 5.17 -4.01 0.09
O -2.68 0.15 -0.28 0.08
C 0.45 -0.73 2.04 -0.15
H -3.57 -2.58 0.39 0.09
C -1.90 -2.04 2.44 0.01
C -1.75 4.64 0.20 -0.18
C -0.51 2.11 -4.49 -0.02
C 0.32 -1.59 3.13 0.03
C 0.84 -4.72 0.38 0.07
O 2.63 -0.22 2.80 0.10
C 0.24 3.83 -2.45 -0.05
H 0.14 3.65 -5.85 0.09
C -0.64 1.78 -3.17 -0.20
H -1.35 5.39 -0.48 0.02
C -0.30 2.59 -2.08 -0.30
H 3.43 -2.93 -0.86 0.13
H 0.58 4.51 -1.68 0.08
C -2.76 -0.87 0.38 -0.45
N -0.53 -0.55 1.15 0.13
Si -0.55 3.21 0.52 0.41
O -1.61 -5.05 1.34 0.05
H 1.58 3.40 1.80 0.01
C 1.86 -1.08 -1.74 -0.58
C 1.12 3.97 0.98 -0.18
C 1.72 0.03 1.82 -0.45
O -3.84 -1.65 0.31 0.14
O 2.93 -1.13 -2.33 0.04
N 3.21 -5.25 0.52 -0.36
C -1.69 -1.19 1.37 -0.17
C -1.21 2.36 2.06 -0.16
N -0.50 2.12 -0.80 -0.12
F -1.18 0.54 -2.86 0.02
C 0.02 3.36 -4.82 -0.12